(1)
DFT (the ωB97M-V functional and the def2-TZVPD basis) results for a 6-piece molecular cluster, C6H20Cl4O4 overall.

Spin multiplicity = 1
HOMO level = -10.51 eV
SMILES = ClCCl.ClCCl.CO.CO.CO.CO
Frontier orbital gap = 10.975 eV
DFT total energy = -2382.23522 a.u.
M = 298.0 g mol⁻¹

Geometry as XYZ:
```
34
Properties=species:S:1:pos:R:3:forces:R:3:nbo_charge:R:1
Cl 4.738 13.544 6.770 -0.1351 0.1965 -0.1145 -0.0547
C 5.200 14.810 5.594 0.0534 -1.0996 -0.7432 -0.3836
Cl 3.904 15.884 5.107 -0.1855 0.1757 0.2944 -0.0120
H 6.032 15.326 6.024 0.1720 0.4858 0.0538 0.2290
H 5.506 14.283 4.682 0.0440 0.2770 0.4749 0.2196
Cl 4.346 5.684 6.745 -0.4469 0.0055 0.0249 -0.0266
C 4.731 6.457 5.203 1.2781 -0.3253 -0.4411 -0.4176
Cl 4.597 8.220 5.245 -0.2641 0.0725 0.0310 -0.0268
H 5.827 6.261 5.107 -1.1191 0.0301 -0.4713 0.2418
H 4.097 6.067 4.372 0.6285 0.2395 0.8779 0.2294
C 8.833 14.293 6.179 -1.6032 1.2741 1.4377 -0.2582
O 8.112 14.500 4.955 0.5330 -0.4790 0.3774 -0.7604
H 9.242 15.257 6.577 -0.2422 -0.6972 -0.5389 0.1728
H 8.143 13.907 6.989 0.3998 0.4029 -0.9289 0.1679
H 9.611 13.581 6.130 0.9329 -0.7018 -0.5084 0.1756
H 8.594 14.031 4.258 0.1014 0.0905 0.1557 0.4972
C 10.706 11.572 4.395 1.2236 1.2419 -0.0315 -0.2547
O 9.933 12.448 3.534 0.4540 -0.3491 0.9497 -0.7535
H 10.830 11.936 5.457 -0.4837 -0.1111 -1.1269 0.1655
H 10.318 10.581 4.412 -0.5319 -0.7664 0.0456 0.1777
H 11.731 11.507 3.977 -0.5206 0.0953 0.1826 0.1798
H 9.147 11.961 3.279 -0.3225 -0.1570 0.0202 0.4900
C 9.897 6.781 6.178 -0.3848 0.0645 -0.6943 -0.2516
O 8.733 6.424 5.374 0.8533 0.2233 0.1244 -0.7374
H 9.645 6.641 7.224 -0.1513 -0.2832 0.0344 0.1871
H 10.746 6.134 5.908 -0.1672 0.3298 0.2103 0.1730
H 10.169 7.854 6.087 -0.1181 -0.5613 -0.3201 0.1621
H 9.036 6.172 4.484 -0.1010 0.2491 0.6203 0.4682
C 7.473 10.637 5.510 2.2425 -1.2480 1.7206 -0.2609
O 7.100 11.115 4.257 -1.0119 1.6965 0.1783 -0.7250
H 8.298 11.263 5.993 -1.1413 -0.4242 -0.4827 0.1500
H 6.682 10.450 6.263 0.0043 0.4667 -0.6304 0.1818
H 7.961 9.643 5.373 -0.4361 0.5527 -0.1132 0.1804
H 6.668 11.982 4.465 0.4457 -0.9668 -0.6686 0.4741
```
Forces are in eV/Å.

***

(2)
DFT (the ωB97M-V functional and the def2-TZVPD basis) results for a 16-piece molecular cluster, C4H41NO16 overall.

Energy above the lowest of the compared OMol25 structures with the same formula, charge and spin = 385.9 kJ/mol
Spin multiplicity = 1
HOMO level = -9.76 eV
Frontier orbital gap = 9.867 eV
DFT total energy = -1435.49456 a.u.
M = 359.4 g mol⁻¹

Geometry as XYZ:
```
62
Properties=species:S:1:pos:R:3:forces:R:3:nbo_charge:R:1
C 0.957 1.181 0.426 1.2108 -1.4965 0.3051 -0.1100
O 0.132 2.351 0.435 -0.0146 0.6961 0.9544 -0.7987
C 0.284 0.084 -0.599 1.6723 3.0143 -0.2774 -0.0596
C 1.279 -1.063 -0.855 0.2253 1.1277 -0.6495 -0.4843
C 0.653 -2.303 -1.662 -0.6990 3.7983 -1.3493 -0.5999
N -0.068 0.924 -1.814 0.9509 -4.4739 -0.0196 -0.8880
H 1.950 1.584 0.105 -0.7347 -0.9805 -0.6364 0.1833
H 1.249 0.758 1.454 -1.2504 0.6036 -1.3553 0.2211
H 0.003 2.657 1.369 0.3175 -0.8289 -0.4427 0.5290
H -0.667 -0.271 -0.292 -0.6983 -0.4771 1.1250 0.1870
H 2.192 -0.551 -1.289 -1.0736 -0.7881 -0.6256 0.2373
H 1.807 -1.261 0.107 -1.1578 -0.8551 -0.4857 0.2549
H 0.009 -2.874 -1.079 -0.5544 -1.3657 0.2206 0.1784
H 1.393 -2.846 -2.111 2.1568 -1.8841 -0.5013 0.2286
H -0.001 -2.100 -2.612 0.9741 0.6968 1.8345 0.2145
H 0.798 1.185 -2.197 0.9168 1.0848 -0.6671 0.3718
H -0.691 1.624 -1.587 -1.1635 2.0843 0.4668 0.3930
H -2.720 0.314 -0.511 -0.6863 0.4308 0.0836 0.4840
H -2.803 -0.461 -1.739 1.2472 -1.1057 -2.8518 0.4940
O -3.343 -0.216 -1.037 -1.1908 1.0214 2.9599 -0.9757
H -1.387 1.837 0.448 0.1468 -0.2315 0.0023 0.4991
H -2.583 2.543 0.935 -0.6289 0.0977 0.1245 0.4889
O -2.317 1.649 0.713 -0.1112 0.4997 -0.0954 -1.0039
H 4.035 0.609 0.538 -0.0332 -2.0013 1.2430 0.4688
H 3.761 -0.981 1.084 0.2833 1.4552 -0.2966 0.5011
O 4.129 -0.066 1.277 -0.1841 0.7674 -0.9915 -1.0028
H 3.833 2.105 -1.741 -2.0601 -0.8760 -1.1492 0.4842
H 2.454 2.562 -2.248 -0.3838 0.8375 0.2438 0.5013
O 2.969 1.762 -2.164 2.8453 -0.2105 0.8138 -0.9985
H -2.729 1.798 -2.821 -0.2657 -2.1138 -2.8811 0.4757
H -3.514 2.227 -1.668 -1.1055 -0.2734 0.7247 0.4810
O -2.688 2.342 -2.097 1.3342 2.6280 1.9136 -0.9503
H -0.232 -2.652 0.189 0.6171 0.5439 -1.1021 0.4681
H -1.651 -2.840 0.751 -2.5375 0.0992 -0.8725 0.5103
O -0.744 -2.863 0.931 1.8299 -0.5873 3.1935 -0.9652
H 1.890 -0.686 -3.380 1.3708 0.3377 -2.0136 0.4580
H 2.838 0.350 -3.734 2.0069 4.0142 1.7472 0.4732
O 2.522 -0.390 -4.128 -3.3942 -4.3584 0.2432 -0.9320
H -2.664 -1.057 2.076 -1.4496 -3.6502 -0.9138 0.4726
H -2.542 0.325 1.785 -0.4120 2.1362 -1.2179 0.4928
O -2.258 -0.317 2.396 1.7857 1.1139 2.4941 -0.9785
H -1.386 0.287 -3.254 -2.2730 -1.8926 -0.2332 0.5092
H -1.969 -0.974 -4.009 0.4312 -1.1325 -0.9629 0.4785
O -2.279 -0.268 -3.478 2.3511 2.8746 1.1961 -1.0077
H 3.642 -2.803 2.056 0.9957 -0.5225 1.0677 0.4817
H 2.249 -2.064 2.122 1.5759 -1.3544 -0.8532 0.5140
O 2.957 -2.484 1.503 -2.2272 1.4338 -0.0666 -0.9845
H -1.352 -0.751 4.334 -1.4981 -0.2943 -1.4050 0.4779
H -0.047 -1.476 4.706 0.0323 -0.4157 -0.4574 0.4924
O -0.614 -0.731 4.895 1.4932 0.7627 1.8219 -0.9751
H 1.264 4.477 -1.996 -2.9422 2.2592 -2.5679 0.4715
H 1.311 3.858 -0.575 1.3311 0.3022 -2.6767 0.5102
O 1.838 4.049 -1.460 1.2563 -2.3612 5.1742 -0.9654
H -3.514 -1.600 0.031 0.2754 -0.5041 -0.7887 0.5040
H -4.182 -2.997 0.036 1.0516 0.2615 0.0736 0.4852
O -3.298 -2.565 0.055 -1.3895 -0.2022 0.6165 -1.0043
H 1.059 -3.513 3.090 1.0215 -4.4417 -0.4009 0.4690
H 0.235 -2.466 2.336 1.2528 -0.7634 2.4295 0.5192
O 0.855 -2.648 3.189 -2.7558 5.2112 -1.9192 -0.9945
H -0.883 0.929 2.830 -1.4687 -2.5960 0.5864 0.5075
H 0.329 1.600 3.675 -0.9164 -0.8484 -0.1349 0.5072
O -0.280 1.613 2.922 2.3005 3.6928 0.2026 -1.0004
```
Forces are in eV/Å.

***

(3)
DFT (the ωB97M-V functional and the def2-TZVPD basis) results for a 2-piece molecular cluster, C6H10N overall.

Energy above the lowest of the compared OMol25 structures with the same formula, charge and spin = 495.8 kJ/mol
Spin multiplicity = 1
HOMO level = -13.91 eV
Frontier orbital gap = 10.511 eV
Net charge = +1
DFT total energy = -288.89413 a.u.
M = 96.2 g mol⁻¹

Geometry as XYZ:
```
17
Properties=species:S:1:pos:R:3:forces:R:3:nbo_charge:R:1
C -0.982 2.475 0.856 -0.1278 -0.8170 1.3951 -0.4280
C 0.751 -2.324 0.371 2.6596 -1.6760 -4.5700 -0.2306
C -0.163 2.272 -0.085 2.5483 -4.0183 -3.8763 -0.0272
C 0.067 0.197 -0.437 0.4196 0.2603 0.3935 0.0832
C 0.568 -0.936 0.124 -0.1984 3.9385 -1.6989 -0.0092
C -0.731 0.012 -1.693 -2.7936 -0.6734 0.6990 -0.6978
N 1.338 -1.396 1.258 2.3554 2.0696 3.9010 -0.5280
H -1.187 1.723 1.568 -0.5682 -0.5176 0.6222 0.2286
H -1.319 3.433 0.981 -1.0767 2.3492 0.5287 0.2410
H -0.105 -2.804 0.590 -2.4980 -1.9698 1.6804 0.2413
H 1.487 -2.959 -0.222 -0.9768 1.0215 0.7365 0.2492
H 0.200 2.831 -0.995 -0.3061 -0.8579 1.3393 0.2438
H -1.834 0.207 -1.382 1.5775 -0.1635 -0.3952 0.2501
H -0.825 -1.036 -2.184 0.8958 1.9076 0.6596 0.2436
H -0.526 0.876 -2.318 0.1641 -0.4586 -0.7562 0.2458
H 0.854 -1.304 2.145 0.1605 0.0266 0.2881 0.4323
H 2.406 -1.268 1.422 -2.2352 -0.4214 -0.9468 0.4618
```
Forces are in eV/Å.

***

(4)
DFT (the ωB97M-V functional and the def2-TZVPD basis) results for C27H58NP3Pb as an isolated structure.

Energy above the lowest of the compared OMol25 structures with the same formula, charge and spin = 7.5 kJ/mol
Spin multiplicity = 1
HOMO level (spin up / spin down) = -11.06 / -11.05 eV
Frontier orbital gap (spin up / spin down) = 3.122 / 2.914 eV
Net charge = +2
DFT total energy = -2334.45301 a.u.
M = 696.9 g mol⁻¹

Geometry as XYZ:
```
90
Properties=species:S:1:pos:R:3:forces:R:3:mulliken_charge:R:1
P -4.158 1.199 -3.487 -0.9490 -0.1746 -0.8692 0.5655
P -4.739 -1.099 -0.194 -1.1403 -1.2216 -0.9711 0.7451
C -5.242 -0.072 -2.807 -0.3883 -0.2788 -0.3542 -0.8750
C -5.609 0.047 -1.316 -0.3178 0.4143 0.2438 -1.2079
H -4.796 -1.057 -3.033 -0.0593 0.3441 0.0737 0.3596
H -6.164 -0.021 -3.408 0.1885 0.0551 0.1110 0.6098
H -5.523 1.074 -0.918 -0.0840 -0.4475 -0.2326 0.5587
H -6.671 -0.232 -1.212 0.3291 0.1431 0.0844 0.7150
C -5.706 -2.623 -0.421 -0.0950 0.0216 0.2637 -1.5183
H -5.278 -3.440 0.178 -0.1453 0.2044 -0.1729 0.4392
H -5.722 -2.919 -1.480 -0.0395 0.1666 0.4200 0.4677
H -6.733 -2.433 -0.093 0.1449 -0.1090 0.0066 0.5141
C -4.954 -0.545 1.491 0.0763 0.2598 0.3480 -1.3379
H -5.891 -0.971 1.879 0.2884 0.1379 -0.0912 0.4422
H -5.025 0.552 1.517 0.1423 -0.3280 0.1020 0.4483
H -4.119 -0.884 2.119 -0.2139 0.1226 -0.1119 0.4436
C -4.087 1.023 -5.274 -0.2384 -0.0822 -0.2054 -1.3692
H -3.174 1.498 -5.658 -0.3028 -0.1019 0.1021 0.4521
H -4.965 1.523 -5.705 0.2375 -0.2027 0.0062 0.4892
H -4.092 -0.037 -5.563 0.0774 0.2949 0.0551 0.3846
C -4.879 2.816 -3.179 -0.0536 0.1487 0.1905 -1.2851
H -5.360 2.861 -2.195 0.1622 0.1219 -0.2267 0.3793
H -5.634 2.992 -3.958 0.1480 0.0089 0.2833 0.4564
H -4.104 3.592 -3.250 -0.2293 -0.1721 0.0312 0.4558
Pb 0.144 1.749 1.076 1.6887 -0.8893 1.2034 0.6610
C -3.071 -1.619 -0.757 1.4624 1.5327 1.5753 1.2580
C -3.148 -2.336 -2.010 -0.5929 -0.6794 0.0944 -1.7341
C -2.370 -2.185 -3.222 0.7125 0.2086 -0.4332 -0.7318
C -1.199 -1.113 -3.345 0.2119 -1.3577 -0.5564 -0.6038
C -1.626 0.222 -3.663 0.1799 0.0479 -0.4676 -1.1275
C -2.500 1.060 -2.864 0.9475 1.0089 1.4904 0.4146
C -2.506 0.924 -1.290 0.2143 0.6439 0.0994 -0.7609
C -2.087 -0.378 -0.588 -0.2583 -0.6399 0.0774 -1.4635
C 0.855 2.030 -1.006 -0.0199 0.2757 -0.4411 -0.9936
H -2.816 -2.322 0.085 -0.0952 0.3071 -0.3787 0.6747
H -3.812 -3.220 -1.980 0.6715 0.4517 -0.1815 0.5303
H -3.079 -1.975 -4.046 0.2863 -0.1022 -0.3281 0.2857
H -1.924 -3.170 -3.477 -0.1648 0.3310 -0.0525 0.5586
H -0.529 -1.160 -2.467 -0.2703 -0.1874 -0.2836 0.1421
H -0.604 -1.473 -4.200 -0.0525 0.1359 0.4061 0.5775
H -1.233 0.673 -4.581 -0.1672 -0.1643 0.3517 0.5156
H -2.171 2.105 -3.065 -0.0227 -0.2760 0.0910 0.7437
H -3.490 1.241 -0.908 0.2615 -0.1039 -0.1037 0.5981
H -1.842 1.737 -0.936 -0.1994 -0.6062 -0.1520 0.1047
H -1.053 -0.671 -0.838 -0.5827 0.1444 0.1340 -0.0167
H -2.038 -0.154 0.499 -0.1832 -0.0535 -0.5203 0.4531
H 0.921 3.124 -1.098 0.0163 -0.2337 -0.4752 0.4156
H 0.184 1.595 -1.755 0.1905 0.2126 -0.2445 0.0691
H 1.852 1.576 -1.034 -0.3655 0.1109 -0.1065 0.1762
C 2.198 -1.238 4.033 -0.1573 -0.0582 0.1807 -1.8673
C 3.073 0.008 3.844 0.9340 -0.2328 0.2240 1.7557
C 2.320 1.214 4.439 -0.0691 0.0052 0.0059 -1.4488
C 4.367 -0.228 4.638 -0.1002 -0.1414 0.5552 -1.7976
P 3.404 0.256 2.026 -2.7988 1.2185 -0.7963 1.2215
N 2.040 0.815 1.392 -0.2131 0.1054 -0.0679 -0.4723
C 4.752 1.525 1.733 0.4411 -0.4113 0.0934 1.7516
C 6.155 0.933 1.965 0.3221 0.3387 0.0281 -1.8193
C 4.633 2.070 0.299 0.0294 0.0953 -0.0947 -1.5057
C 4.559 2.709 2.689 0.0503 0.2057 0.0540 -1.8651
C 3.778 -1.346 1.136 0.4340 -0.2587 0.5175 2.0423
C 2.508 -2.204 0.978 -0.0426 -0.0169 -0.2364 -1.7577
C 4.377 -1.055 -0.249 -0.1170 -0.1054 -0.2288 -1.8438
C 4.820 -2.172 1.907 0.2127 -0.3677 -0.2072 -1.9084
H 1.892 -1.263 5.089 0.0384 -0.0485 -0.2257 0.6375
H 2.752 -2.163 3.837 -0.2320 0.2347 0.0389 0.2718
H 1.292 -1.205 3.418 0.1703 -0.0050 0.0629 0.2487
H 1.928 0.914 5.421 0.1263 0.0760 -0.1829 0.4994
H 2.964 2.086 4.591 -0.2144 -0.2448 -0.0427 0.3056
H 1.471 1.507 3.811 0.2005 -0.0927 0.1437 0.0103
H 4.937 -1.081 4.254 -0.0689 0.2625 0.1397 0.3119
H 5.022 0.648 4.691 -0.1909 -0.2016 -0.0316 0.2587
H 4.063 -0.476 5.666 0.2515 0.0645 -0.1235 0.5169
H 6.430 0.164 1.236 -0.0724 0.2282 0.1987 0.3036
H 6.885 1.751 1.859 -0.1353 -0.2202 0.0249 0.5144
H 6.275 0.524 2.975 -0.0002 0.0790 -0.2786 0.2801
H 3.582 2.262 0.059 0.2079 0.0139 0.0042 0.1443
H 5.183 3.019 0.234 -0.0809 -0.2466 0.0399 0.5080
H 5.052 1.391 -0.451 -0.1296 0.2226 0.1937 0.2752
H 3.550 3.130 2.604 0.1715 -0.0916 0.0784 0.3138
H 4.768 2.449 3.733 -0.0899 0.1022 -0.3031 0.2647
H 5.272 3.497 2.402 -0.1639 -0.2197 0.0713 0.6136
H 1.661 -1.610 0.611 0.2161 -0.0520 0.0637 0.0951
H 2.722 -3.001 0.248 -0.0198 0.2064 0.1733 0.5260
H 2.219 -2.692 1.912 0.0320 0.1305 -0.2031 0.3176
H 5.380 -0.619 -0.172 -0.3641 -0.1226 -0.1242 0.3369
H 4.484 -2.013 -0.781 -0.0393 0.2196 0.1547 0.6188
H 3.735 -0.404 -0.857 0.1343 -0.0935 0.1766 0.1322
H 5.741 -1.608 2.089 -0.2094 -0.2236 0.0295 0.3055
H 4.441 -2.564 2.855 0.1119 0.0867 -0.2091 0.2844
H 5.081 -3.034 1.276 0.0183 0.1153 0.2180 0.5404
```
Forces are in eV/Å.